1.
Density functional theory data (ωB97M-V with the def2-TZVPD basis set) for C25H67CdN4O11 as an isolated structure at a distorted geometry.

```
108
C25H67CdN4O11 ωB97M-V with the def2-TZVPD basis set
Cd -0.86 -3.20 2.47
C -0.90 1.26 0.97
O -0.36 0.06 1.42
H -1.95 1.15 1.21
H -0.44 2.02 1.60
H -0.85 1.40 -0.11
C 3.10 0.22 -5.91
O 4.03 -0.02 -6.99
C 4.39 0.97 -7.85
C 5.59 0.53 -8.72
N 5.27 -0.45 -9.75
C 6.49 -1.10 -10.08
C 6.22 -1.68 -11.38
O 7.45 -2.26 -11.98
C 7.19 -3.20 -13.03
H 3.03 -0.62 -5.22
H 2.15 0.26 -6.44
H 3.16 1.19 -5.41
H 4.66 1.94 -7.43
H 3.61 1.19 -8.58
H 6.14 -0.12 -8.04
H 6.19 1.38 -9.04
H 4.64 -1.07 -9.25
H 6.76 -1.88 -9.36
H 7.40 -0.50 -10.18
H 5.90 -1.01 -12.18
H 5.64 -2.59 -11.23
H 6.68 -4.06 -12.59
H 8.10 -3.41 -13.58
H 6.63 -2.67 -13.79
C 7.52 -8.50 -1.60
O 8.41 -8.13 -0.64
C 7.86 -8.02 0.69
C 6.93 -6.83 0.99
N 7.55 -5.56 1.46
C 6.59 -4.44 1.86
C 5.77 -3.84 0.71
O 6.66 -3.13 -0.20
C 7.17 -1.91 0.28
H 7.14 -9.51 -1.41
H 7.86 -8.53 -2.64
H 6.70 -7.78 -1.63
H 8.74 -8.02 1.34
H 7.33 -8.93 0.96
H 6.28 -7.18 1.79
H 6.24 -6.69 0.15
H 8.08 -5.11 0.73
H 7.00 -3.63 2.46
H 5.81 -4.95 2.42
H 5.04 -3.16 1.14
H 5.35 -4.63 0.09
H 6.35 -1.19 0.19
H 7.96 -1.47 -0.34
H 7.54 -1.97 1.30
C -10.93 2.30 -3.69
O -10.51 2.70 -5.01
C -9.70 3.80 -5.16
C -8.38 3.81 -4.25
N -7.44 2.90 -4.87
C -6.21 2.60 -4.10
C -5.33 3.74 -3.53
O -5.71 3.99 -2.16
C -5.35 5.17 -1.45
H -11.59 3.11 -3.38
H -10.09 2.15 -3.01
H -11.65 1.48 -3.68
H -10.33 4.67 -4.98
H -9.48 3.72 -6.23
H -8.55 3.61 -3.19
H -7.85 4.76 -4.35
H -7.92 2.06 -5.17
H -5.50 2.06 -4.73
H -6.54 1.91 -3.32
H -5.43 4.60 -4.20
H -4.27 3.52 -3.60
H -5.66 5.11 -0.41
H -5.73 6.08 -1.92
H -4.27 5.20 -1.37
C -4.70 3.35 14.98
O -3.90 2.23 14.47
C -4.70 1.10 14.14
C -5.42 1.28 12.73
N -4.70 1.13 11.50
C -3.49 1.89 11.34
C -2.69 1.38 10.22
O -3.42 1.45 8.93
C -3.01 2.52 8.11
H -5.60 3.65 14.44
H -3.96 4.12 15.20
H -5.20 3.05 15.90
H -5.21 0.84 15.07
H -3.93 0.36 13.92
H -6.01 2.19 12.67
H -6.13 0.46 12.62
H -5.29 1.15 10.68
H -3.00 1.93 12.31
H -3.75 2.94 11.18
H -2.32 0.39 10.50
H -1.75 1.92 10.15
H -3.04 3.53 8.53
H -3.40 2.44 7.10
H -1.92 2.56 8.05
O -6.54 2.10 0.94
H -6.56 2.60 0.13
H -5.69 2.30 1.33
O 2.51 3.08 3.95
H 1.88 2.50 3.52
H 2.44 3.91 3.47
```

Computed properties:
**Total charge**: +1
**Highest occupied orbital energy**: -9.987 eV
**LUMO**: -8.79 eV
**DFT total energy**: -60035.008 eV
**Relative energy (zero: lowest compared OMol25 entry of this formula, charge and spin)**: 1081.4 kJ/mol


2.
Density functional theory data (ωB97M-V with the def2-TZVPD basis set) for a 11-piece molecular cluster, C25H67N20O15 overall at a distorted geometry.

```
127
C25H67N20O15 ωB97M-V with the def2-TZVPD basis set
C 3.95 -2.44 -0.69
C 4.27 -0.99 -0.07
C 4.20 0.23 -1.10
O 3.16 0.13 -2.09
C 1.86 0.56 -1.55
C 1.54 2.09 -1.90
C 0.20 2.66 -1.24
C -0.11 2.12 0.22
C -1.57 2.60 0.77
C -2.77 1.84 0.01
C -3.07 0.39 0.67
O -4.16 -0.32 0.01
C -3.74 -0.97 -1.17
C -4.69 -2.11 -1.78
O -2.71 -0.71 -1.81
C 0.76 -0.33 -2.33
C 0.43 -1.71 -1.61
O -0.20 -1.57 -0.30
C 0.74 -1.50 0.74
O 0.89 -2.38 1.63
H 3.73 -2.44 -1.81
H 3.02 -2.83 -0.13
H 4.80 -3.15 -0.39
H 3.58 -0.79 0.81
H 5.34 -1.06 0.36
H 3.98 1.17 -0.47
H 5.25 0.37 -1.56
H 2.39 2.81 -1.64
H 1.39 2.15 -3.04
H -0.67 2.35 -1.93
H 0.22 3.81 -1.19
H 0.64 2.49 1.00
H -0.17 0.99 0.18
H -1.64 2.24 1.87
H -1.69 3.73 0.73
H -3.73 2.45 0.15
H -2.58 1.73 -1.11
H -2.10 -0.21 0.74
H -3.45 0.63 1.73
H -4.05 -2.92 -2.29
H -5.33 -2.62 -0.99
H -5.36 -1.69 -2.61
H -0.19 0.28 -2.55
H 1.24 -0.57 -3.36
H 1.36 -2.38 -1.61
H -0.34 -2.25 -2.27
H 1.40 -0.56 0.84
C -0.05 -5.71 0.99
O 1.16 -5.85 1.18
N -0.64 -4.50 0.91
N -0.89 -6.77 0.85
H -1.62 -4.37 0.75
H -0.04 -3.67 1.01
H -0.49 -7.69 0.91
H -1.88 -6.68 0.70
C -3.50 5.16 2.65
O -3.38 4.62 1.57
N -2.51 5.14 3.59
N -4.62 5.83 3.03
H -2.58 5.58 4.49
H -1.66 4.66 3.34
H -5.37 5.86 2.36
H -4.73 6.27 3.92
C 5.76 2.96 1.25
O 4.69 2.40 1.15
N 6.17 3.55 2.41
N 6.64 3.06 0.22
H 7.05 4.02 2.52
H 5.54 3.50 3.20
H 6.37 2.64 -0.65
H 7.53 3.52 0.29
C 2.62 1.82 -5.77
O 1.63 2.04 -5.09
N 3.76 1.29 -5.25
N 2.68 2.08 -7.10
H 4.58 1.10 -5.79
H 3.75 1.08 -4.26
H 1.85 2.47 -7.53
H 3.48 1.91 -7.68
C 3.99 -4.35 -4.10
O 4.06 -3.22 -3.64
N 4.46 -4.66 -5.34
N 3.44 -5.38 -3.42
H 4.41 -5.58 -5.74
H 4.87 -3.92 -5.88
H 3.09 -5.19 -2.50
H 3.37 -6.32 -3.78
C -1.98 3.71 7.22
O -2.04 4.93 7.22
N -1.71 2.98 8.33
N -2.18 2.97 6.10
H -1.66 1.98 8.35
H -1.56 3.49 9.19
H -2.38 3.48 5.25
H -2.13 1.97 6.07
C 5.21 -0.67 -8.17
O 5.31 0.45 -7.70
N 5.70 -1.00 -9.40
N 4.60 -1.68 -7.51
H 5.63 -1.91 -9.80
H 6.16 -0.27 -9.92
H 4.22 -1.48 -6.60
H 4.51 -2.61 -7.88
C -2.97 -9.79 0.85
O -3.03 -8.57 0.84
N -2.71 -10.50 1.97
N -3.16 -10.54 -0.27
H -2.66 -11.51 2.00
H -2.57 -9.99 2.82
H -3.35 -10.04 -1.12
H -3.12 -11.54 -0.29
C -7.93 0.56 -1.23
O -7.82 0.01 -2.32
N -6.95 0.55 -0.30
N -9.06 1.22 -0.87
H -7.03 0.99 0.60
H -6.10 0.06 -0.53
H -9.81 1.25 -1.54
H -9.18 1.68 0.02
C -2.00 7.79 9.99
O -1.62 8.52 9.09
N -2.43 6.52 9.76
N -2.01 8.17 11.29
H -2.74 5.90 10.49
H -2.44 6.19 8.81
H -1.69 9.11 11.49
H -2.31 7.58 12.04
```

Computed properties:
**Total charge**: -1
**Highest occupied orbital energy**: -0.817 eV
**LUMO**: 1.74 eV
**DFT total energy**: -87531.481 eV


3.
Density functional theory data (ωB97M-V with the def2-TZVPD basis set) for a 7-piece molecular cluster, C25H68N6O11 overall at a distorted geometry.

```
110
C25H68N6O11 ωB97M-V with the def2-TZVPD basis set
C 7.29 -17.13 -17.50
O 6.39 -16.20 -18.05
C 7.03 -14.89 -18.28
C 6.05 -13.66 -18.49
N 5.40 -13.75 -19.78
C 4.16 -13.02 -19.89
C 3.01 -13.96 -19.38
O 3.24 -15.34 -19.80
C 2.72 -16.41 -18.98
H 8.02 -16.60 -16.89
H 7.78 -17.57 -18.37
H 6.73 -17.84 -16.89
H 7.70 -14.95 -19.14
H 7.63 -14.67 -17.40
H 6.71 -12.80 -18.56
H 5.37 -13.64 -17.65
H 5.08 -14.71 -19.82
H 3.96 -12.87 -20.95
H 4.17 -12.07 -19.36
H 2.02 -13.68 -19.74
H 3.11 -13.86 -18.30
H 1.68 -16.12 -18.82
H 3.35 -16.32 -18.10
H 2.68 -17.39 -19.45
C -0.16 -20.47 -12.24
O -1.50 -20.31 -11.73
C -1.89 -21.18 -10.65
C -1.74 -22.72 -10.95
N -2.00 -23.62 -9.86
C -0.89 -23.75 -8.93
C -1.32 -24.81 -7.85
O -0.29 -24.94 -6.93
C -0.67 -25.63 -5.72
H -0.05 -21.38 -12.83
H 0.57 -20.49 -11.43
H 0.18 -19.70 -12.94
H -2.89 -20.80 -10.46
H -1.22 -20.88 -9.85
H -0.78 -23.08 -11.33
H -2.45 -22.87 -11.77
H -2.93 -23.59 -9.45
H -0.61 -22.78 -8.52
H 0.01 -23.96 -9.52
H -1.55 -25.77 -8.31
H -2.22 -24.52 -7.30
H -1.40 -25.08 -5.13
H 0.25 -25.70 -5.15
H -1.05 -26.61 -6.02
C -13.51 -14.26 -7.45
O -12.13 -14.58 -7.51
C -11.34 -13.99 -6.42
C -9.80 -14.46 -6.55
N -9.12 -13.74 -7.72
C -7.66 -14.01 -7.94
C -7.19 -13.12 -9.07
O -7.65 -13.46 -10.37
C -7.29 -12.42 -11.30
H -13.81 -14.68 -6.49
H -14.00 -14.72 -8.31
H -13.58 -13.17 -7.47
H -11.82 -14.31 -5.49
H -11.41 -12.91 -6.48
H -9.86 -15.54 -6.65
H -9.20 -14.11 -5.71
H -9.63 -13.93 -8.57
H -7.45 -15.04 -8.22
H -7.13 -13.82 -7.01
H -6.11 -13.03 -9.09
H -7.62 -12.14 -8.83
H -7.84 -11.51 -11.07
H -7.47 -12.64 -12.35
H -6.20 -12.31 -11.28
C 4.51 -13.74 -11.39
O 3.79 -12.50 -11.46
C 2.87 -12.34 -10.43
C 3.52 -11.51 -9.34
N 4.14 -12.36 -8.33
C 4.99 -11.53 -7.39
C 5.48 -12.40 -6.28
O 4.42 -12.76 -5.34
C 4.90 -13.58 -4.23
H 5.42 -13.77 -11.99
H 3.81 -14.50 -11.75
H 4.82 -13.93 -10.36
H 2.48 -13.29 -10.05
H 2.00 -11.85 -10.86
H 2.69 -10.95 -8.90
H 4.28 -10.82 -9.72
H 3.32 -12.48 -7.75
H 4.36 -10.68 -7.11
H 5.85 -11.19 -7.96
H 6.27 -11.85 -5.76
H 5.92 -13.29 -6.73
H 5.57 -12.92 -3.68
H 5.53 -14.44 -4.44
H 4.10 -13.71 -3.49
N -0.65 -8.29 -16.18
C -0.41 -7.54 -17.24
N -0.43 -6.25 -17.01
O -0.18 -8.01 -18.33
H -0.58 -9.30 -16.23
H -0.80 -7.84 -15.29
H 0.12 -5.63 -17.59
H -0.74 -5.96 -16.09
O -1.55 -13.47 -15.21
H -1.26 -13.88 -14.40
H -2.11 -14.12 -15.63
O -4.60 -15.65 -18.25
H -5.37 -15.14 -17.99
H -4.38 -15.31 -19.12
```

Computed properties:
**Total charge**: 0
**Highest occupied orbital energy**: -8.433 eV
**LUMO**: 0.37 eV
**DFT total energy**: -58482.667 eV
**SMILES string**: COCCNCCOC.COCCNCCOC.COCCNCCOC.COCCNCCOC.NC(N)=O.O.O
**Relative energy (zero: lowest compared OMol25 entry of this formula, charge and spin)**: 352.2 kJ/mol


4.
Density functional theory data (ωB97M-V with the def2-TZVPD basis set) for C25H69AgN6O7 as an isolated structure at a distorted geometry.

```
108
C25H69AgN6O7 ωB97M-V with the def2-TZVPD basis set
Ag 0.56 1.13 -4.52
C 0.46 0.64 -1.10
O 0.52 0.34 -2.40
H 1.28 0.13 -0.54
H 0.57 1.70 -0.87
H -0.42 0.15 -0.65
C 0.84 5.26 -0.70
C 1.44 5.86 0.56
C 2.94 5.72 0.55
O 3.32 4.36 0.44
C 4.72 4.24 0.27
N 1.17 7.32 0.56
H 1.11 4.21 -0.78
H 1.30 5.77 -1.55
H -0.24 5.36 -0.74
H 1.02 5.41 1.46
H 3.39 6.17 1.46
H 3.36 6.31 -0.28
H 5.04 4.83 -0.60
H 4.95 3.19 0.07
H 5.28 4.54 1.17
H 0.15 7.43 0.52
H 1.34 7.66 1.51
C -2.64 -1.43 2.72
C -1.54 -1.98 3.60
C -0.18 -1.35 3.36
O 0.31 -1.77 2.09
C 1.61 -1.28 1.89
N -1.90 -1.73 5.00
H -3.59 -1.92 2.94
H -2.40 -1.54 1.66
H -2.74 -0.37 2.96
H -1.40 -3.05 3.40
H 0.50 -1.73 4.14
H -0.20 -0.26 3.41
H 2.33 -1.80 2.54
H 1.68 -0.20 2.05
H 1.96 -1.55 0.88
H -2.75 -2.24 5.21
H -1.19 -2.11 5.61
C 6.30 -0.69 3.79
C 6.51 -0.12 2.41
C 5.18 -0.09 1.67
O 5.35 0.48 0.40
C 4.13 0.63 -0.26
N 7.19 1.18 2.47
H 5.66 -0.05 4.40
H 7.22 -0.85 4.34
H 5.77 -1.65 3.72
H 7.16 -0.80 1.86
H 4.42 0.45 2.27
H 4.75 -1.10 1.57
H 4.34 1.17 -1.19
H 3.44 1.26 0.33
H 3.67 -0.33 -0.54
H 6.59 1.85 2.95
H 7.25 1.55 1.53
C -5.36 0.38 1.55
C -5.00 1.57 0.69
C -3.51 1.63 0.43
O -2.84 2.14 1.56
C -1.45 1.99 1.48
N -5.78 1.47 -0.58
H -4.83 0.39 2.50
H -5.18 -0.57 1.04
H -6.42 0.43 1.81
H -5.34 2.49 1.17
H -3.31 2.29 -0.43
H -3.12 0.62 0.20
H -1.18 0.92 1.42
H -1.01 2.44 2.36
H -1.05 2.52 0.59
H -5.31 0.78 -1.16
H -5.65 2.35 -1.08
C -5.12 -2.65 -4.37
C -5.07 -2.97 -2.89
C -5.23 -1.74 -2.03
O -4.21 -0.76 -2.21
C -2.92 -1.21 -1.97
N -6.15 -3.90 -2.53
H -5.21 -3.56 -4.98
H -4.19 -2.16 -4.68
H -5.96 -2.00 -4.62
H -4.08 -3.42 -2.69
H -5.24 -2.06 -0.98
H -6.19 -1.27 -2.26
H -2.46 -1.68 -2.85
H -2.83 -1.84 -1.08
H -2.31 -0.32 -1.74
H -6.10 -4.70 -3.16
H -5.99 -4.25 -1.59
C -0.13 -3.08 -0.97
C 1.00 -3.39 -1.95
C 0.43 -3.32 -3.37
O 1.38 -3.23 -4.40
C 2.25 -4.35 -4.52
N 2.09 -2.42 -1.71
H -0.44 -2.05 -1.14
H 0.23 -3.20 0.05
H -0.99 -3.74 -1.07
H 1.41 -4.38 -1.78
H -0.13 -2.37 -3.47
H -0.33 -4.11 -3.48
H 2.97 -4.10 -5.29
H 1.68 -5.24 -4.84
H 2.77 -4.56 -3.59
H 1.73 -1.51 -1.99
H 2.82 -2.59 -2.40
```

Computed properties:
**2S+1**: 2
**Total charge**: +1
**Highest occupied orbital energy (spin up / spin down)**: -11.147 / -11.147 eV
**Expectation value of S²**: 0.7553
**LUMO (spin up / spin down)**: -5.92 / -6.79 eV
**DFT total energy**: -54303.516 eV